{
  "formula": "C5H13NO2",
  "method": "ωB97M-V/def2-TZVPD",
  "species": ["C", "C", "C", "C", "C", "N", "O", "H", "H", "H", "H", "H", "H", "H", "H", "H", "H", "H", "H", "H", "O"],
  "positions_angstrom": [[0.177614, -1.433991, -1.788322], [0.799847, -1.762643, -0.423965], [0.634179, -0.771157, 0.671735], [-0.854739, -0.515722, 1.054523], [-0.919991, 0.804112, 1.787386], [-1.211718, 1.934090, 1.063900], [-1.015226, 0.863680, 3.005060], [0.865354, -1.766297, -2.555657], [-0.016880, -0.362505, -1.896493], [-0.777842, -1.957121, -1.893755], [0.693319, -2.846005, -0.070643], [1.946137, -1.874854, -0.399215], [1.107359, -1.124735, 1.606082], [0.992719, 0.271587, 0.344594], [-1.621708, -0.643991, 0.289439], [-0.974471, -1.252779, 1.899393], [-1.372113, 2.779630, 1.605895], [-1.390521, 2.100200, 0.088234], [0.263431, 2.750342, -1.427940], [1.734473, 2.703078, -1.422571], [0.940776, 2.105081, -1.537682]],
  "forces_ev_per_a": [[0.05, -0.35, 0.82], [3.11, -2.08, 0.55], [-1.35, 2.00, -0.04], [1.33, -0.97, 2.14], [-2.85, 0.04, 0.17], [0.21, 1.45, 0.17], [1.06, -0.02, -0.31], [-0.13, 0.03, -0.38], [0.24, -0.12, 0.01], [0.13, 0.06, -0.14], [-1.09, 1.32, -0.42], [-1.14, 0.59, -1.16], [0.18, 0.51, -0.60], [0.22, -1.70, 0.38], [0.30, 0.18, -0.11], [-0.77, 0.59, -1.06], [0.14, -0.54, 0.11], [0.30, -1.01, -0.07], [-1.18, 0.60, 0.07], [-0.96, -1.32, -0.23], [2.20, 0.76, 0.09]],
  "lowdin_charge": [-0.10, -0.30, -0.24, -0.12, -0.55, 0.15, 0.04, 0.06, 0.06, 0.07, 0.12, 0.12, 0.12, 0.12, 0.12, 0.13, 0.11, 0.09, 0.00, 0.08, -0.06],
  "multiplicity": 1,
  "e_tot_ev": -10980.47249,
  "orbital_gap_ha": 0.36326,
  "de_lowest_kj_mol": 135.7
}

{
  "formula": "C10H8IN3O2S",
  "method": "ωB97M-V/def2-TZVPD",
  "species": ["O", "I", "N", "N", "O", "S", "C", "C", "C", "C", "C", "C", "C", "C", "C", "N", "C", "H", "H", "H", "H", "H", "H", "H", "H"],
  "positions_angstrom": [[-2.791731, -4.286824, 0.563864], [0.386126, 6.381719, 0.138922], [0.360625, -2.927235, 0.365360], [-0.872384, -2.304976, -1.655066], [-3.101510, -3.205293, -1.767024], [1.277446, -0.940408, -1.185401], [-1.863686, -3.596803, 0.138659], [0.151519, -2.154945, -0.715980], [-1.915369, -2.963566, -1.183177], [1.498856, 3.526365, -0.740929], [0.004686, 3.375460, 1.139122], [1.681405, 2.210956, -0.833449], [0.266252, 2.010827, 1.120442], [0.723510, 4.178223, 0.258271], [0.976537, 1.447747, 0.110195], [-0.636545, -3.782081, 0.712045], [1.373661, 0.042022, 0.426479], [-3.579907, -3.697982, -1.144438], [1.999538, 4.239585, -1.452584], [-0.634566, 3.963417, 1.759416], [2.369971, 1.731047, -1.515035], [-0.296807, 1.403276, 1.765549], [-0.534435, -4.167180, 1.690567], [2.451973, -0.031125, 0.850281], [0.704834, -0.452226, 1.153912]],
  "forces_ev_per_a": [[-0.71, 0.97, -0.33], [0.36, -1.98, 0.16], [0.43, 2.16, -1.74], [-2.45, -1.03, 1.02], [2.95, 2.29, -2.15], [0.78, 0.71, 0.85], [-0.02, -3.53, 1.68], [-0.27, -2.74, 1.38], [1.10, 0.78, -0.28], [0.69, 4.95, -0.93], [1.20, 2.02, -0.79], [-0.66, -1.93, 0.88], [-1.70, 1.64, -0.57], [-0.46, -0.50, -1.04], [2.13, -1.05, 1.14], [0.11, 1.68, 0.24], [1.34, -1.45, -0.63], [-1.48, -1.59, 1.89], [-0.36, -1.01, 0.64], [-0.59, -0.58, 0.92], [-0.13, 0.18, -0.23], [-0.35, -0.84, 1.02], [-0.45, 0.40, -1.82], [-1.80, 0.18, -0.83], [0.34, 0.27, -0.47]],
  "lowdin_charge": [0.05, 0.71, 0.04, 0.14, 0.16, 0.96, -0.39, -0.69, -0.26, -0.16, -0.12, -0.07, -0.06, -0.59, -0.32, 0.07, -0.36, 0.07, 0.11, 0.08, 0.11, 0.10, 0.19, 0.12, 0.07],
  "multiplicity": 1,
  "e_tot_ev": -37998.76183,
  "orbital_gap_ha": 0.30831
}

{
  "formula": "C4H12IN2S",
  "method": "ωB97M-V/def2-TZVPD",
  "species": ["C", "C", "C", "C", "N", "N", "S", "I", "H", "H", "H", "H", "H", "H", "H", "H", "H", "H", "H", "H"],
  "positions_angstrom": [[1.217183, -2.049998, -1.486283], [0.862874, -1.198056, 0.853464], [0.233178, -1.241050, -0.534042], [-0.212803, -0.839369, 1.895317], [-1.601240, 4.181951, 0.393445], [-0.033660, 0.058904, -1.002545], [-1.918847, 2.937860, -0.670156], [-1.799005, 0.766797, 0.989304], [1.997939, -2.594887, -0.850051], [1.792748, -1.445140, -2.223578], [0.618361, -2.765719, -2.015694], [1.638694, -0.407901, 0.707202], [1.309572, -2.161135, 1.015406], [-0.670988, -1.801901, -0.720251], [-0.777874, -1.595154, 2.382626], [-2.284205, 4.829232, 0.832619], [-0.790067, 4.569186, 0.747929], [0.845706, 0.658280, -1.057657], [0.075518, -0.067712, 2.559385], [-0.503086, 0.165813, -1.816441]],
  "forces_ev_per_a": [[1.47, 0.22, 1.11], [-1.79, 1.29, -0.02], [1.48, -1.88, -2.47], [1.38, 1.46, -1.76], [-3.24, -0.37, -0.87], [3.49, 2.41, 2.91], [1.10, 1.38, 2.27], [-0.12, -0.27, 0.42], [-1.09, 0.55, -1.03], [-0.57, -0.16, 0.58], [0.02, -0.47, -0.42], [-0.37, -0.62, 0.82], [0.14, -0.31, 0.55], [-0.62, -0.18, 1.16], [-0.73, -0.68, -0.14], [-0.63, -1.48, -0.87], [3.10, -0.22, -0.17], [-1.52, -1.01, 0.10], [0.43, 0.36, 0.87], [-1.93, 0.01, -3.05]],
  "lowdin_charge": [-0.03, -0.20, -0.51, -0.23, -0.42, -0.08, 0.50, 0.98, 0.10, 0.09, 0.06, 0.14, 0.11, 0.13, 0.06, 0.08, 0.02, 0.14, 0.00, 0.04],
  "multiplicity": 1,
  "e_tot_ev": -26248.87655,
  "orbital_gap_ha": [0.22599, 0.24160],
  "total_charge": 1,
  "de_lowest_kj_mol": 105.6
}